# 1
A structure of composition C13H23IN4O3S4Sr. Source: the OMol25 dataset; level of theory: ωB97M-V/def2-TZVPD.

The geometry in ORCA input format:
```
! RIJCOSX wB97M-V def2-TZVPD def2/J DEFGRID3
* xyz -2 1
Sr 0.648 -0.961 -0.240
N 2.325 0.314 1.133
C 1.213 1.209 1.594
C -0.092 0.648 2.228
N -1.077 -0.030 1.339
C -2.468 0.306 1.641
C -2.897 1.522 0.826
N -2.847 1.329 -0.620
H 3.195 0.633 1.531
H 2.267 -0.616 1.574
H 1.626 1.863 2.366
H 0.942 1.866 0.762
H 0.169 0.019 3.085
H -0.556 1.564 2.608
H -0.995 -1.029 1.560
H -3.090 -0.544 1.351
H -2.609 0.480 2.717
H -3.913 1.820 1.103
H -2.245 2.364 1.085
H -1.940 0.939 -0.876
H -3.487 0.588 -0.892
C -1.477 -4.107 -3.201
C -0.653 -2.867 -2.890
S -1.562 -1.594 -2.052
C 0.646 -2.816 -3.249
C 1.291 -3.990 -3.960
S 1.762 -1.473 -2.953
H -2.465 -4.012 -2.754
H -1.014 -5.018 -2.808
H -1.609 -4.249 -4.281
H 0.583 -4.570 -4.557
H 1.760 -4.672 -3.242
H 2.083 -3.627 -4.616
I -0.999 5.344 -3.032
C 0.327 3.757 -2.730
C 1.565 3.750 -3.348
C 2.403 2.676 -3.103
C 1.966 1.661 -2.265
N 0.770 1.672 -1.678
C -0.037 2.704 -1.902
H 1.865 4.559 -4.001
H 3.379 2.612 -3.564
H 2.596 0.805 -2.060
H -1.012 2.686 -1.427
O 2.279 -3.233 4.606
S 2.196 -2.119 3.673
O 3.481 -1.809 3.023
O 1.584 -0.914 4.255
S 0.912 -2.739 2.106
*
```

Calculated values
Molar mass, g mol⁻¹: 626.14
DFT total energy, eV: -78238.4649
Maximum force, eV Å⁻¹: 2.1
HOMO level, eV: -0.765
HOMO-LUMO gap, eV: 4.0


# 2
A structure of composition C13H23InN4O2P2. Source: the OMol25 dataset; level of theory: ωB97M-V/def2-TZVPD.

The geometry in ORCA input format:
```
! RIJCOSX wB97M-V def2-TZVPD def2/J DEFGRID3
* xyz 2 1
In 0.957 0.114 1.115
P 0.429 2.208 -0.330
C -0.940 2.162 -1.349
C -1.513 0.909 -1.714
N -1.136 -0.214 -1.010
C -1.012 -1.347 -1.699
C -1.544 -1.494 -2.986
C -2.360 -0.479 -3.489
C -2.434 0.722 -2.790
C -0.079 -2.440 -1.166
P 0.322 -2.309 0.624
H -2.995 1.555 -3.199
H -1.346 -2.436 -3.505
H -2.839 -0.625 -4.459
H -0.522 -3.433 -1.376
H 0.885 -2.407 -1.712
H -4.357 1.882 1.345
H -1.731 2.901 -1.146
H -2.408 -0.514 2.627
O -3.733 2.153 2.110
H -3.341 3.072 1.905
H -0.940 0.082 2.110
O -1.552 -0.120 2.946
H -1.746 0.682 3.531
C -1.294 -2.783 1.350
H -1.535 -3.801 1.008
H -1.214 -2.824 2.452
H -2.110 -2.113 1.025
C 1.309 -3.839 0.858
H 1.686 -3.866 1.891
H 0.703 -4.748 0.688
H 2.176 -3.846 0.177
C 1.848 2.321 -1.477
H 1.834 3.333 -1.917
H 2.818 2.120 -0.985
H 1.662 1.569 -2.260
C 0.475 3.632 0.833
H 1.422 3.653 1.395
H 0.379 4.593 0.299
H -0.313 3.578 1.603
N 3.050 0.101 0.851
C 4.225 0.222 0.871
N 5.485 0.298 0.737
C 6.274 0.711 1.708
N 7.057 1.064 2.508
*
```

Calculated values
Molar mass, g mol⁻¹: 444.12
DFT total energy, eV: -47640.8926
Maximum force, eV Å⁻¹: 3.6
HOMO level (alpha / beta), eV: -13.660 / -13.666
HOMO-LUMO gap (alpha / beta), eV: 4.9 / 5.1


# 3
A structure of composition C13H23N5OOs. Source: the OMol25 dataset; level of theory: ωB97M-V/def2-TZVPD.

The geometry in ORCA input format:
```
! RIJCOSX wB97M-V def2-TZVPD def2/J DEFGRID3
* xyz 4 1
Os 0.062 -0.061 -0.611
C 1.791 -1.282 1.592
C 0.366 -1.653 1.841
N -0.260 -1.863 0.512
C -1.742 -2.069 0.618
C -2.377 -0.748 0.876
C -3.585 -0.544 1.487
C -4.062 0.764 1.617
C -3.288 1.838 1.166
C -2.079 1.577 0.580
C -1.144 2.590 0.018
N 0.235 1.998 0.010
C 0.842 1.959 1.363
C 2.124 1.208 1.221
N 1.902 -0.142 0.637
N -1.626 0.300 0.424
H 2.331 -2.128 1.163
H 2.273 -1.050 2.544
H -0.203 -0.905 2.393
H 0.340 -2.570 2.437
H 0.151 -2.693 0.072
H -1.982 -2.793 1.401
H -2.112 -2.496 -0.318
H -4.165 -1.383 1.855
H -5.029 0.947 2.073
H -3.639 2.858 1.271
H -1.167 3.527 0.578
H -1.434 2.835 -1.008
H 0.823 2.572 -0.601
H 0.136 1.514 2.064
H 1.058 2.965 1.736
H 2.624 1.148 2.190
H 2.800 1.750 0.556
H 2.659 -0.341 -0.017
C 1.717 -1.922 -3.892
C 1.788 -0.564 -3.299
N 2.351 0.414 -3.925
O 1.263 -0.366 -2.103
H 2.232 -1.959 -4.850
H 0.672 -2.201 -4.050
H 2.164 -2.661 -3.223
H 2.800 0.264 -4.826
H 2.389 1.363 -3.570
*
```

Calculated values
Molar mass, g mol⁻¹: 455.59
DFT total energy, eV: -25775.2976
Maximum force, eV Å⁻¹: 2.6
HOMO level (alpha / beta), eV: -23.233 / -23.232
HOMO-LUMO gap (alpha / beta), eV: 6.6 / 6.6


# 4
The ion C13H23N6O4 with charge +1. Source: the OMol25 dataset; level of theory: ωB97M-V/def2-TZVPD.

The geometry in ORCA input format:
```
! RIJCOSX wB97M-V def2-TZVPD def2/J DEFGRID3
* xyz 1 1
N -4.537 -1.656 -0.654
C -3.912 -0.817 0.359
C -4.568 0.575 0.325
O -3.705 1.501 0.949
C -2.463 -0.656 0.040
C -1.878 -0.082 -1.074
N -0.553 -0.120 -0.831
C 0.477 0.523 -1.612
C 0.262 2.049 -1.536
C 0.043 2.556 -0.101
C 1.220 2.252 0.800
O 1.411 1.195 1.360
O 2.021 3.291 0.918
C 1.918 0.209 -1.157
O 2.733 1.102 -1.103
N 2.278 -1.066 -0.856
C 3.480 -1.245 -0.065
C 3.041 -1.365 1.404
N 1.663 -1.902 1.433
C 1.460 -2.963 0.430
C 1.546 -2.305 -0.969
N -0.350 -0.673 0.361
N -1.476 -1.010 0.877
H -5.545 -1.646 -0.545
H -4.230 -2.618 -0.557
H -3.975 -1.218 1.383
H -5.537 0.528 0.834
H -4.736 0.852 -0.726
H -4.197 2.305 1.143
H -2.303 0.313 -1.971
H 0.379 0.200 -2.657
H -0.610 2.322 -2.131
H 1.141 2.535 -1.960
H -0.857 2.116 0.335
H -0.077 3.638 -0.138
H 2.806 3.104 1.457
H 4.128 -0.380 -0.207
H 4.004 -2.138 -0.408
H 3.013 -0.380 1.872
H 3.717 -2.019 1.957
H 1.421 -2.216 2.373
H 0.917 -1.136 1.140
H 0.481 -3.418 0.579
H 2.226 -3.732 0.551
H 0.559 -2.143 -1.394
H 2.090 -2.969 -1.652
*
```

Calculated values
Molar mass, g mol⁻¹: 327.36
SMILES string: N[C@H](CO)c1cn([C@@H](CCC(=O)O)C(=O)N2CC[NH2+]CC2)nn1
DFT total energy, eV: -30978.9306
Maximum force, eV Å⁻¹: 1.0
HOMO level, eV: -12.272
HOMO-LUMO gap, eV: 10.1


# 5
An isolated molecule of C13H23NO7. Source: the OMol25 dataset; level of theory: ωB97M-V/def2-TZVPD.

The geometry in ORCA input format:
```
! RIJCOSX wB97M-V def2-TZVPD def2/J DEFGRID3
* xyz 0 1
C -1.304 -1.299 2.153
N -0.447 -1.045 1.016
C 0.100 -2.131 0.304
O 0.029 -3.230 0.817
O 0.649 -1.845 -0.924
C 1.462 -2.839 -1.652
C 0.594 -4.061 -2.039
C 2.713 -3.235 -0.807
C 1.994 -2.167 -2.934
C -0.274 0.346 0.489
C -1.507 0.877 -0.326
O -2.646 1.049 0.544
C -2.638 2.390 0.997
C -1.367 3.028 0.384
C -1.550 4.539 0.050
O -0.451 4.970 -0.723
O -1.265 2.211 -0.769
C -0.040 2.787 1.192
O 1.178 3.093 0.427
C 0.093 1.327 1.617
O 1.430 1.021 2.082
H -1.990 -0.455 2.383
H -2.015 -2.088 1.864
H -0.736 -1.615 2.997
H 0.439 -4.745 -1.200
H -0.365 -3.724 -2.440
H 1.018 -4.653 -2.850
H 3.495 -3.733 -1.433
H 2.441 -3.873 0.033
H 3.139 -2.337 -0.345
H 1.157 -1.917 -3.562
H 2.522 -1.230 -2.696
H 2.622 -2.847 -3.482
H 0.573 0.419 -0.195
H -1.786 0.249 -1.185
H -3.536 2.856 0.609
H -2.620 2.481 2.085
H -1.654 5.055 0.992
H -2.487 4.771 -0.495
H 0.320 4.389 -0.532
H -0.038 3.383 2.097
H 1.930 2.594 0.791
H -0.628 1.183 2.452
H 1.446 0.050 2.215
*
```

Calculated values
Molar mass, g mol⁻¹: 305.33
SMILES string: CN(C(=O)OC(C)(C)C)[C@H]1[C@H]2OC[C@](CO)(O2)[C@H](O)[C@@H]1O
DFT total energy, eV: -29676.0869
Maximum force, eV Å⁻¹: 3.4
HOMO level, eV: -9.401
HOMO-LUMO gap, eV: 9.9


# 6
A structure of composition C13H24BBr12F4InNO. Source: the OMol25 dataset; level of theory: ωB97M-V/def2-TZVPD.

The geometry in ORCA input format:
```
! RIJCOSX wB97M-V def2-TZVPD def2/J DEFGRID3
* xyz -1 1
C 3.152 -0.104 4.718
C 2.537 1.265 4.146
C 1.372 0.801 3.139
C 0.921 1.938 2.134
C 0.424 1.414 0.697
In -0.497 -0.683 0.739
B -2.666 -0.499 1.390
O -3.002 0.614 2.278
N -3.788 -1.428 1.011
C -4.938 -0.695 0.399
C -4.331 -1.931 2.322
C -0.177 -1.784 -1.227
F 0.967 -1.186 -1.869
F -1.278 -1.743 -2.103
C 0.278 -3.289 -0.930
F -0.858 -4.076 -0.747
F 1.157 -3.337 0.143
H 3.465 -0.739 3.823
H 2.262 -0.647 5.173
H 3.980 0.060 5.459
H 2.152 1.936 4.964
H 3.288 1.797 3.480
H 1.842 -0.029 2.527
H 0.477 0.389 3.689
H 1.834 2.602 1.966
H 0.143 2.607 2.623
H -0.345 2.167 0.323
H 1.317 1.457 -0.004
H 0.358 -1.641 2.023
H -2.355 0.596 3.000
H -5.774 -1.455 0.288
H -5.284 0.124 1.114
H -4.647 -0.238 -0.594
H -4.946 -1.139 2.844
H -3.518 -2.256 3.030
H -5.025 -2.789 2.045
H 0.832 -3.707 -1.828
C 5.410 -3.469 5.237
Br 4.480 -3.272 6.926
Br 4.178 -3.629 3.753
Br 6.697 -2.049 4.954
H 5.969 -4.398 5.289
C 1.255 2.500 -3.360
Br -0.657 2.228 -3.263
Br 1.820 2.941 -5.161
Br 1.869 3.810 -2.073
H 1.723 1.554 -3.100
C -3.180 3.732 -6.481
Br -4.136 3.907 -4.806
Br -4.389 3.642 -7.994
Br -1.855 5.127 -6.702
H -2.644 2.788 -6.445
C 0.876 0.156 -7.786
Br 1.845 -0.827 -9.147
Br -0.996 0.362 -8.243
Br 1.105 -0.626 -6.032
H 1.305 1.154 -7.748
*
```

Calculated values
Molar mass, g mol⁻¹: 1370.81
DFT total energy, eV: -874635.6247
Maximum force, eV Å⁻¹: 2.3
HOMO level, eV: -4.421
HOMO-LUMO gap, eV: 5.9


# 7
A cluster of 2 separate species, C13H24BNO5PS in total. Source: the OMol25 dataset; level of theory: ωB97M-V/def2-TZVPD.

The geometry in ORCA input format:
```
! RIJCOSX wB97M-V def2-TZVPD def2/J DEFGRID3
* xyz 1 1
C -2.180 -1.171 -3.482
C -1.179 -0.426 -2.461
P -1.644 -0.726 -0.615
C -2.945 -2.097 -0.556
C -0.010 -1.238 0.188
C 0.766 -0.101 0.957
C 0.114 1.368 0.972
O 0.238 2.018 -0.103
O -0.600 1.926 2.059
C 2.112 -0.432 1.655
C 2.651 -1.872 1.526
N 1.941 -2.910 0.783
C 2.616 -4.240 0.713
B 2.183 -5.293 1.874
O 1.113 -5.096 2.818
O 2.932 -6.545 1.904
C 0.648 -2.650 0.134
S -0.159 -4.024 -0.780
H -1.930 -2.288 -3.537
H -1.998 -0.721 -4.514
H -3.284 -1.024 -3.175
H -1.252 0.722 -2.590
H -0.079 -0.696 -2.631
H -3.088 -2.587 0.464
H -3.942 -1.611 -0.875
H -2.735 -2.927 -1.327
H 0.005 1.958 2.837
H 2.662 0.386 2.236
H 3.666 -2.089 2.027
H 2.527 -4.771 -0.292
H 3.746 -4.037 0.865
H 1.282 -5.787 3.511
H 3.104 -6.818 2.831
H 0.779 -4.816 -1.428
C 0.210 5.774 0.797
C -0.406 6.244 -0.510
C -1.921 6.119 -0.484
O 0.116 5.468 -1.586
H -0.019 4.719 0.979
H 1.300 5.859 0.760
H -0.158 6.362 1.642
H -0.127 7.285 -0.695
H -2.224 5.076 -0.346
H -2.350 6.449 -1.434
H -2.354 6.717 0.322
H -0.126 4.544 -1.431
*
```

Calculated values
Molar mass, g mol⁻¹: 348.19
DFT total energy, eV: -46389.1144
Maximum force, eV Å⁻¹: 5.3
HOMO level, eV: -11.473
HOMO-LUMO gap, eV: 6.6


# 8
A structure of composition C13H24CsF5N3NbO. Source: the OMol25 dataset; level of theory: ωB97M-V/def2-TZVPD.

The geometry in ORCA input format:
```
! RIJCOSX wB97M-V def2-TZVPD def2/J DEFGRID3
* xyz 2 1
N 1.829 0.213 1.024
C 2.618 1.054 1.484
O 3.359 1.855 1.920
Cs 1.749 -3.591 -0.148
Nb 0.030 -0.615 0.756
N 0.313 -1.727 -0.940
N -1.034 1.056 0.693
C 0.779 -1.306 -2.313
C -0.906 2.514 0.591
C 0.843 -2.544 -3.225
C -0.193 -0.296 -2.934
C 2.162 -0.675 -2.172
C -0.483 3.067 1.953
C -2.242 3.137 0.186
C 0.155 2.860 -0.446
H 1.622 -3.268 -2.933
H 1.109 -2.210 -4.239
H -0.127 -3.058 -3.288
H -1.185 -0.740 -3.096
H 0.198 0.022 -3.915
H -0.308 0.601 -2.307
H 2.155 0.189 -1.491
H 2.490 -0.325 -3.164
H 2.922 -1.388 -1.808
H -1.222 2.812 2.720
H -0.396 4.160 1.887
H 0.490 2.658 2.254
H -2.992 3.036 0.979
H -2.621 2.676 -0.732
H -2.092 4.208 0.001
H 0.218 3.955 -0.520
H -0.117 2.465 -1.433
H 1.143 2.480 -0.160
C -1.033 -2.354 -0.874
H -1.559 -2.046 0.077
H -1.668 -2.049 -1.722
H -0.977 -3.462 -0.872
C -2.225 0.567 1.436
H -2.073 -0.470 1.819
H -2.424 1.204 2.313
H -3.120 0.570 0.791
F -0.156 -3.473 2.096
C -0.064 -2.075 2.450
F -1.115 -1.878 3.359
C 1.210 -1.965 3.274
F 1.188 -2.845 4.299
F 2.362 -2.276 2.551
F 1.390 -0.722 3.818
*
```

Calculated values
Molar mass, g mol⁻¹: 559.16
DFT total energy, eV: -36058.5681
Maximum force, eV Å⁻¹: 4.5
HOMO level (alpha / beta), eV: -16.341 / -16.340
HOMO-LUMO gap (alpha / beta), eV: 7.5 / 7.5